[1]
{
  "formula": "C38H47BCsF6N15O4PSSb",
  "method": "wB97M-V/def2-TZVPD",
  "elements": ["Cs", "Sb", "S", "P", "F", "F", "F", "F", "F", "F", "O", "O", "O", "O", "N", "N", "N", "N", "N", "N", "N", "N", "N", "N", "N", "N", "N", "N", "N", "C", "C", "C", "C", "C", "C", "C", "C", "C", "C", "C", "C", "C", "C", "C", "C", "C", "C", "C", "C", "C", "C", "C", "C", "C", "C", "C", "C", "C", "C", "C", "C", "C", "C", "C", "C", "C", "C", "B", "H", "H", "H", "H", "H", "H", "H", "H", "H", "H", "H", "H", "H", "H", "H", "H", "H", "H", "H", "H", "H", "H", "H", "H", "H", "H", "H", "H", "H", "H", "H", "H", "H", "H", "H", "H", "H", "H", "H", "H", "H", "H", "H", "H", "H", "H", "H"],
  "coordinates": [[0.03778, -0.78052, -1.51456], [-0.03468, -1.85011, -5.51021], [2.27299, 1.50330, 5.39407], [-2.04377, -4.14594, -1.34105], [0.50496, -0.06332, -5.73571], [1.67847, -2.26379, -4.86237], [-1.80786, -1.47790, -6.04222], [-0.59568, -3.63147, -5.17526], [-0.57119, -1.40945, -3.70439], [0.45317, -2.30513, -7.25836], [1.14553, -0.56165, 0.64543], [1.85701, 2.28653, 4.26610], [2.10002, -2.36602, 1.69650], [3.16661, 2.04237, 6.37605], [-0.21189, 3.25765, 0.34463], [0.62079, -3.39052, -1.63371], [1.71484, 1.80395, -2.40199], [-0.48945, 2.33668, -3.09420], [0.12602, -5.12778, -2.90426], [1.03905, 4.90659, -1.15833], [3.00560, 0.11032, 4.90721], [-3.46617, -2.66928, -3.26896], [1.52208, 2.41160, -1.22773], [1.84732, 5.40180, -0.18145], [-0.58024, 3.24936, -2.11243], [-1.03252, 2.16306, 0.40512], [-2.14646, -2.40309, 0.86566], [-0.70165, -4.05553, 1.14786], [-2.66090, -1.40738, -1.64181], [-0.92769, 3.17399, 2.42337], [-3.86244, -1.38660, -3.53432], [3.36474, 1.21818, -1.04154], [-3.36339, -0.62175, -2.51607], [-0.33432, 0.68979, 5.45526], [1.85436, -1.20409, 1.48074], [-1.59885, -3.45626, 0.29847], [2.51082, 2.09229, -0.38853], [-0.63003, -6.17536, -3.58257], [-0.67009, -3.31229, 2.30014], [-0.18882, -0.01255, 8.14694], [1.87252, 6.76569, -1.98181], [0.12181, -5.23122, 0.88713], [-1.82127, 1.49888, -5.04592], [-1.59223, 2.35902, -3.85188], [-2.44309, 3.31881, -3.29216], [-2.73217, -2.63623, -2.11205], [1.05225, 5.69983, -2.25591], [-1.77601, 3.83815, -2.20251], [-1.37707, -0.21879, 7.44447], [-1.46242, 2.11542, 1.65499], [2.34386, 6.52764, -0.67092], [3.34054, 0.23460, -3.47075], [2.44334, -0.74203, 3.86289], [-2.43938, 1.04933, 2.05774], [3.29940, 7.35261, 0.13910], [1.46103, -4.87537, -3.08776], [-0.13440, 3.87683, 1.55125], [1.75017, -3.80478, -2.29178], [0.84237, 0.86274, 6.17533], [-3.73073, -3.83580, -4.10825], [2.81817, 1.03792, -2.32637], [-1.56398, -2.29767, 2.10875], [-2.57393, -0.82459, 8.13486], [-1.43352, 0.13987, 6.10081], [2.57590, -0.15887, 2.45550], [0.92403, 0.52156, 7.52446], [-0.35075, -4.19486, -2.03543], [0.44911, 3.50888, -1.00911], [-2.85480, 1.60666, -5.37221], [-0.37473, -5.87668, 0.16712], [4.27231, 0.77884, -0.65656], [-2.40565, 0.87661, 3.13389], [0.47953, 5.45590, -3.14100], [-2.76770, -0.32962, 9.08873], [4.33274, 7.05218, -0.04748], [-3.46989, -0.74608, 7.51898], [4.39517, 0.46318, -3.61885], [-0.02365, -3.57024, 3.12509], [1.40118, -0.95280, 4.10025], [1.09606, -4.94159, 0.49540], [0.24930, -5.78692, 1.81266], [1.85029, 0.68820, 8.06407], [2.54841, 2.53576, 0.59853], [-0.39306, 1.00497, 4.41623], [-1.07302, 3.37138, 3.47635], [-2.80906, -4.18621, -4.57165], [3.24362, -0.83934, -3.29501], [-3.46156, 1.34465, 1.80776], [-3.43298, 3.56576, -3.64129], [2.70489, -3.31525, -2.15099], [-0.13801, -0.27679, 9.19840], [4.00607, 0.27431, 4.83632], [2.10013, 7.60355, -2.62545], [-2.35815, -0.00527, 5.55570], [-1.16274, 1.77682, -5.86874], [-0.13080, -7.13267, -3.44743], [-3.44903, 0.44834, -2.37220], [3.21073, 8.40980, -0.11230], [-2.06735, 4.57485, -1.46789], [-1.64490, 0.45577, -4.81692], [-2.40282, -1.88426, 8.34608], [2.97234, -1.68862, 3.90001], [3.10389, 7.22900, 1.20467], [-1.83335, -1.50769, 2.79927], [-4.41908, -3.54390, -4.89574], [0.48825, 4.74849, 1.68553], [-4.18221, -4.63105, -3.51742], [2.15494, 0.83748, 2.35422], [-0.71071, -5.94629, -4.64167], [2.79477, 0.47282, -4.38364], [3.61017, -0.16741, 2.10458], [-4.42237, -1.13935, -4.42235], [2.06150, -5.44464, -3.77975], [-2.23217, 0.11482, 1.53124], [-1.62417, -6.23479, -3.15074]],
  "forces_ev_per_angstrom": [[-0.109, 2.142, 0.925], [-0.299, -0.350, -0.133], [-0.038, -0.074, -0.002], [-0.027, 0.072, -0.026], [0.134, 0.110, -0.045], [0.239, -0.021, 0.133], [-0.038, 0.102, -0.078], [0.009, -0.073, 0.030], [-0.457, -0.712, -2.695], [0.044, 0.011, -0.124], [1.320, 0.413, 2.425], [-0.043, 0.049, -0.020], [-0.156, 0.064, -0.427], [-0.009, 0.138, -0.084], [-0.159, 0.031, -0.105], [0.575, -1.347, -0.271], [0.100, 0.238, 0.024], [0.432, 0.088, 0.569], [-0.083, -0.215, -0.054], [-0.073, -0.308, 0.110], [0.323, -0.203, -0.304], [-0.043, -0.263, -0.038], [0.037, -0.088, -0.129], [-0.153, 0.087, -0.453], [-0.302, -0.054, -0.557], [0.416, 0.366, 0.255], [0.171, -0.021, 0.460], [0.077, -0.341, -0.158], [-0.797, 0.048, -0.440], [-0.022, -0.127, 0.133], [0.146, -0.141, 0.070], [-0.110, 0.014, -0.085], [0.050, -0.077, 0.023], [0.096, 0.073, 0.070], [0.220, -0.678, 0.208], [0.092, 0.078, 0.412], [0.209, -0.113, -0.006], [0.177, 0.178, 0.058], [-0.145, -0.040, -0.245], [0.014, -0.024, 0.059], [0.066, 0.105, -0.002], [-0.061, 0.262, 0.075], [-0.024, 0.188, 0.061], [0.408, -0.075, -0.087], [-0.232, 0.065, 0.057], [-0.245, 0.217, -0.057], [0.010, -0.001, 0.118], [-0.119, 0.161, 0.009], [-0.095, -0.052, 0.032], [-0.234, -0.215, 0.006], [0.170, 0.094, 0.125], [-0.215, 0.043, -0.023], [0.122, 0.262, 0.103], [0.063, 0.099, -0.113], [-0.071, -0.037, -0.056], [-0.228, -0.028, 0.096], [0.007, -0.118, -0.283], [-0.064, -0.035, 0.152], [-0.208, -0.004, 0.203], [0.118, 0.204, 0.101], [-0.183, 0.271, -0.005], [-0.108, -0.151, -0.017], [0.077, 0.009, -0.021], [-0.016, -0.004, 0.002], [-0.321, 0.299, -0.257], [-0.021, -0.016, -0.163], [0.267, 0.045, 0.153], [0.029, -0.141, 0.288], [0.007, 0.027, 0.008], [-0.056, -0.032, -0.031], [-0.042, 0.025, -0.077], [0.006, -0.027, 0.045], [0.079, 0.010, 0.148], [0.016, -0.017, -0.054], [-0.026, 0.003, -0.018], [0.045, 0.003, 0.020], [0.016, -0.035, -0.029], [-0.054, 0.012, -0.114], [-0.057, 0.080, 0.026], [-0.015, 0.040, -0.007], [-0.009, -0.002, 0.045], [-0.108, -0.022, -0.064], [-0.004, -0.029, -0.147], [0.052, -0.040, 0.121], [-0.019, 0.009, -0.148], [0.005, 0.029, 0.012], [-0.017, 0.062, -0.002], [0.039, 0.009, 0.021], [0.054, -0.016, 0.027], [-0.137, -0.044, -0.056], [-0.010, 0.027, -0.061], [-0.078, -0.094, 0.112], [-0.028, -0.114, 0.092], [-0.010, 0.018, -0.032], [-0.015, -0.016, 0.060], [0.026, -0.012, 0.010], [-0.005, -0.157, 0.014], [-0.007, -0.022, 0.011], [0.001, -0.062, -0.069], [-0.093, 0.057, 0.075], [0.002, 0.078, -0.023], [-0.006, -0.100, 0.009], [-0.009, -0.013, -0.060], [0.049, -0.210, -0.137], [-0.030, 0.021, -0.002], [-0.067, -0.118, -0.037], [-0.005, -0.004, 0.039], [-0.015, -0.030, 0.126], [0.002, 0.032, -0.041], [0.005, -0.047, 0.045], [-0.032, 0.039, -0.031], [0.040, -0.044, 0.073], [-0.072, 0.034, 0.069], [-0.067, 0.191, -0.006], [-0.053, 0.016, 0.056]],
  "lowdin_charge": [1.569, 1.365, 0.636, 1.169, -0.336, -0.335, -0.339, -0.335, -0.653, -0.343, -0.194, -0.285, 0.107, -0.284, 0.001, -0.136, 0.138, 0.210, -0.120, 0.000, -0.125, -0.112, 0.025, 0.118, 0.021, 0.127, 0.066, -0.108, -0.102, -0.034, -0.065, -0.012, -0.150, -0.051, -0.583, -0.492, -0.054, -0.024, -0.079, -0.030, -0.029, -0.018, -0.023, -0.285, -0.003, -0.509, -0.068, -0.046, -0.258, -0.348, -0.353, -0.012, -0.197, -0.022, -0.041, -0.059, -0.062, -0.155, -0.288, -0.020, -0.341, -0.142, -0.044, -0.028, -0.023, -0.039, -0.520, -0.691, 0.092, 0.077, 0.112, 0.052, 0.121, 0.083, 0.074, 0.076, 0.087, 0.121, 0.122, 0.084, 0.094, 0.118, 0.137, 0.098, 0.100, 0.067, 0.066, 0.085, 0.112, 0.108, 0.120, 0.121, 0.098, 0.109, 0.089, 0.093, 0.104, 0.072, 0.144, 0.018, 0.087, 0.126, 0.072, 0.083, 0.094, 0.107, 0.083, 0.093, 0.083, 0.078, 0.135, 0.124, 0.130, 0.044, 0.060],
  "orbital_gap_ev": [5.3833, 4.7914],
  "fmax_ev_per_a": 2.825,
  "homo_ev": [-8.38, -8.37],
  "e_above_lowest_kcal_mol": 75.6
}

---

[2]
{
  "formula": "C38H47N2O4PdTe",
  "method": "wB97M-V/def2-TZVPD",
  "elements": ["Te", "Pd", "O", "O", "O", "O", "N", "N", "C", "C", "C", "C", "C", "C", "C", "C", "C", "C", "C", "C", "C", "C", "C", "C", "C", "C", "C", "C", "C", "C", "C", "C", "C", "C", "C", "C", "C", "C", "C", "C", "C", "C", "C", "C", "C", "C", "H", "H", "H", "H", "H", "H", "H", "H", "H", "H", "H", "H", "H", "H", "H", "H", "H", "H", "H", "H", "H", "H", "H", "H", "H", "H", "H", "H", "H", "H", "H", "H", "H", "H", "H", "H", "H", "H", "H", "H", "H", "H", "H", "H", "H", "H", "H"],
  "coordinates": [[3.13080, -1.61160, -1.34850], [-0.19050, 0.39790, -0.19150], [-1.21270, 1.85030, -2.53950], [-2.55140, 1.71960, 0.53580], [-0.27100, 0.26940, 2.40040], [1.84060, 1.45630, 1.51680], [2.03030, -0.16580, -0.05410], [-1.84890, -1.55220, -0.13260], [6.70270, 1.38110, 1.55720], [6.26200, 1.29100, 0.23750], [2.54340, 0.68140, 0.77720], [-1.38370, 1.87560, 0.28000], [-2.52320, -3.38010, -1.55940], [4.32120, -4.52430, 1.72270], [1.96720, -4.75170, 1.50830], [3.60460, -4.01990, -3.49180], [4.01510, 0.83120, 0.98410], [0.02820, -1.07450, 2.67230], [6.07900, -3.36460, -4.48770], [-2.42480, -2.21540, 0.91260], [6.51050, -1.68870, -2.74270], [3.18310, -6.23270, 3.16470], [5.60970, -2.87750, 0.37500], [4.46630, 0.92880, 2.30650], [-2.45300, -1.49000, 2.22840], [4.34920, -3.04410, -2.80770], [5.59980, -2.72640, -3.34800], [4.94140, 1.01740, -0.04920], [-0.64990, 3.18870, 0.43780], [0.63230, -3.40030, -0.08180], [2.25040, -4.43170, -2.99570], [4.32150, -3.52850, 0.76070], [-2.00540, 1.32330, -3.58230], [4.07640, -4.62340, -4.64780], [-3.03670, -4.10360, -0.46730], [1.94200, -3.76120, 0.53550], [-1.94580, -2.16090, -1.34240], [5.83010, -4.95000, -6.42410], [3.14650, -5.15530, 2.11590], [5.31890, -4.30160, -5.16670], [3.12850, -3.14350, 0.14350], [-2.98730, -3.46230, 0.78350], [5.78620, 1.18650, 2.59140], [-1.24510, -1.79090, 3.12590], [0.59100, 0.29410, -3.12560], [-0.06900, 1.19880, -2.11080], [7.46090, -2.14420, -2.45450], [-2.97400, 1.81900, -3.51770], [1.03220, -5.21260, 1.79940], [-3.36710, -1.75370, 2.77300], [1.67460, 0.32940, -2.98870], [3.74200, 0.81100, 3.10070], [6.73150, -0.91640, -3.48030], [4.59950, 0.98600, -1.07570], [-2.58000, -3.79800, -2.55760], [2.34400, -4.95990, -2.04540], [7.73630, 1.62520, 1.77680], [3.45070, -5.34260, -5.17100], [0.51060, -3.90920, -1.03780], [-3.48190, -5.08230, -0.58430], [6.12020, 1.25090, 3.62130], [-0.45690, 3.57370, -0.56320], [3.77860, -7.07860, 2.81500], [0.58130, 0.73350, 2.10130], [0.45880, -1.57430, 1.79540], [6.43550, -3.23680, 0.98900], [5.52870, -1.79400, 0.48590], [-1.23180, 3.91490, 1.01350], [-1.48280, -1.45440, 4.13950], [0.30840, 2.99360, 0.92320], [5.05190, -5.56630, -6.87430], [-0.19470, -3.70420, 0.55730], [5.81630, -3.09900, -0.66960], [0.56520, -2.32210, -0.26270], [-1.56640, 1.53410, -4.56600], [-1.05470, -2.86700, 3.15730], [-2.47460, -0.41920, 2.01690], [6.97270, 1.44160, -0.56710], [-1.52920, -1.59100, -2.16570], [7.05820, -3.09750, -4.87270], [0.36510, 0.57900, -4.16020], [6.14040, -4.19250, -7.14640], [1.64090, -3.54090, -2.83280], [0.28870, -0.75430, -2.99640], [1.74650, -5.08430, -3.71220], [-3.41390, -3.95430, 1.65240], [3.64180, -5.85780, 4.08150], [0.77340, -1.14010, 3.48820], [2.18130, -6.58870, 3.39740], [6.69290, -5.58460, -6.20600], [5.25570, -4.81580, 2.18880], [6.06090, -1.21540, -1.87490], [-2.16040, 0.24690, -3.48100]],
  "forces_ev_per_angstrom": [[0.524, 0.533, -0.214], [0.985, 1.436, -0.633], [-0.546, 0.461, -0.522], [-0.798, 0.412, 0.428], [0.104, -0.050, -0.117], [0.099, 0.453, 0.849], [-0.289, -0.946, 0.036], [-1.160, -1.665, -0.087], [-0.266, -0.056, -0.062], [0.630, 0.096, 0.333], [-0.695, -0.722, -0.627], [0.127, -0.776, -0.847], [-0.729, -1.486, 0.431], [-0.197, -0.211, 0.154], [0.169, -0.233, 0.288], [0.071, -0.101, -0.073], [0.661, 0.450, 0.267], [0.136, -0.270, 0.301], [-0.119, -0.098, -0.218], [0.693, 1.545, -0.649], [-0.037, 0.094, 0.028], [0.029, 0.080, -0.098], [0.141, 0.004, 0.145], [-0.340, -0.235, -0.362], [0.113, 0.053, 0.058], [-0.354, -0.346, 0.148], [0.029, -0.054, 0.093], [-0.679, 0.010, 0.129], [-0.052, 0.139, 0.250], [-0.085, 0.203, -0.101], [-0.084, -0.016, -0.075], [0.180, 0.118, -0.086], [0.282, 0.246, 0.104], [-0.002, -0.032, -0.179], [0.446, 1.439, 0.253], [0.006, 0.146, -0.147], [0.440, 1.405, 1.050], [0.021, 0.046, 0.122], [0.012, 0.146, -0.150], [0.164, -0.032, -0.044], [-0.003, 0.204, 0.003], [-0.491, -1.491, -0.876], [0.721, 0.083, -0.062], [0.124, 0.288, -0.087], [-0.149, 0.337, 0.061], [-0.076, -0.731, 0.980], [0.066, 0.032, 0.087], [-0.053, 0.030, -0.012], [-0.143, -0.090, 0.064], [0.020, -0.054, -0.135], [-0.099, -0.100, -0.001], [-0.062, 0.040, 0.000], [0.058, 0.139, -0.030], [0.009, -0.031, 0.079], [0.100, 0.081, -0.010], [-0.106, 0.033, 0.088], [0.005, -0.073, -0.014], [0.003, -0.062, -0.022], [-0.014, 0.013, -0.077], [0.009, -0.018, -0.017], [-0.013, 0.019, 0.026], [0.062, -0.055, -0.060], [-0.002, -0.078, 0.067], [0.033, 0.142, 0.021], [-0.001, 0.100, 0.072], [0.063, -0.056, 0.069], [0.076, 0.006, -0.079], [-0.165, 0.005, 0.026], [-0.035, -0.041, 0.018], [-0.002, 0.053, -0.122], [0.029, -0.043, -0.085], [-0.054, -0.020, 0.078], [0.104, 0.072, -0.050], [0.021, -0.228, 0.050], [-0.084, -0.112, -0.048], [0.016, -0.089, 0.101], [-0.025, -0.007, 0.020], [-0.025, 0.026, -0.059], [0.083, -0.009, 0.036], [0.140, 0.036, -0.064], [0.065, 0.051, -0.031], [0.036, -0.058, -0.095], [-0.058, -0.123, 0.059], [0.155, -0.105, -0.078], [-0.013, -0.068, -0.007], [0.050, 0.078, 0.015], [-0.009, -0.055, 0.064], [-0.090, -0.109, -0.187], [-0.062, -0.043, 0.044], [0.027, -0.042, -0.107], [0.114, 0.015, 0.025], [-0.019, 0.045, 0.063], [0.033, -0.123, 0.023]],
  "mulliken_spin": [0.019, 0.162, 0.032, 0.006, -0.009, -0.003, -0.007, -0.032, -0.001, 0.001, 0.006, 0.027, 0.010, 0.001, 0.000, -0.002, 0.001, -0.009, 0.000, -0.044, -0.001, 0.000, 0.001, 0.000, 0.021, 0.001, 0.002, -0.003, 0.016, 0.006, -0.006, -0.002, 0.036, -0.002, -0.026, -0.008, 0.030, 0.000, -0.002, 0.001, 0.005, 0.045, 0.001, -0.005, -0.149, 0.791, 0.000, -0.010, 0.000, 0.011, 0.036, 0.000, 0.000, 0.001, -0.010, 0.000, 0.000, 0.000, -0.002, -0.005, 0.000, 0.000, 0.000, -0.012, 0.006, 0.000, 0.000, -0.005, 0.000, -0.001, 0.000, 0.001, 0.000, -0.015, 0.005, 0.002, -0.008, 0.000, -0.012, 0.000, 0.005, 0.000, 0.005, 0.074, 0.001, 0.027, 0.000, -0.005, 0.000, 0.000, 0.000, 0.000, -0.003],
  "charge": -2,
  "orbital_gap_ev": [4.1043, 4.6085],
  "fmax_ev_per_a": 2.031,
  "homo_ev": [0.22, -0.28],
  "spin_multiplicity": 2,
  "e_above_lowest_kcal_mol": 9.7,
  "s2": 0.76
}